No. 1
C17H19NO4S in the gas phase. Source: OMol25; level of theory: the ωB97M-V functional and the def2-TZVPD basis.

HOMO level ... -8.8 eV
E ... -1413.10696 Ha

Last column: natural (NBO) charge in e.
Atoms and positions in Å:
C -2.3700 2.8237 0.7326  -0.22
H -2.6816 0.5240 -0.7148  0.23
H 3.6554 -4.8004 1.0426  0.22
C 2.4438 -1.7650 -0.6628  0.81
H 4.7475 -3.7057 1.8954  0.21
N -0.9284 1.6762 -0.8444  -0.42
H -1.9921 0.6674 -2.3594  0.20
H -5.2213 2.6687 2.7710  0.24
C -4.2475 2.6622 2.3234  -0.41
H 0.0886 -3.7848 -1.1632  0.23
C 0.3611 1.3632 -0.5751  0.70
O 3.1734 -2.3397 0.2855  -0.51
H 1.5957 -0.5208 0.8627  0.26
H -1.1765 -2.0444 -2.8024  0.22
C -0.2124 -2.7715 -0.9890  -0.21
O 1.1805 2.1135 -0.0982  -0.62
H 4.0789 -3.5750 -1.0919  0.20
C -1.7556 0.5727 -1.2933  -0.23
C 0.5775 -0.0744 -1.0217  -0.33
H 0.1863 -2.5524 1.2030  0.22
H 1.0477 -0.0961 -2.0075  0.26
H 6.3900 -2.7689 -0.5895  0.22
C 0.0792 -1.9934 0.2785  0.06
H -0.6745 3.6247 -0.2919  0.26
C 4.3181 -3.1136 -0.1251  0.09
O -1.0001 -1.0885 0.3277  -0.50
C -0.8399 -1.9216 -1.7931  -0.19
C 1.2775 -1.0222 -0.0522  -0.33
H 5.3157 -1.4401 -1.0421  0.23
C -1.9724 2.5039 1.9934  -0.24
C -0.8803 -0.6293 -1.0177  0.22
C -3.0477 2.4146 2.9053  -0.25
C 5.5217 -2.1922 -0.2844  -0.63
H -2.9293 2.1787 3.9475  0.23
C -1.5140 2.9492 -0.4863  -0.25
H -2.1011 3.3284 -1.3284  0.21
H -0.9427 2.3417 2.2564  0.23
O 2.6559 -1.8557 -1.8445  -0.61
H 5.3828 -4.8047 0.6611  0.22
C 4.5405 -4.1780 0.9388  -0.62
S -4.0923 3.0050 0.6460  0.43
H 5.7365 -1.6938 0.6579  0.21

Forces on atoms 1 to 2 (eV/Å):
C -0.5 0.1 0.0
H 0.0 0.0 -0.1

***

No. 2
A molecular structure, C27H30CrN5Se. Source: OMol25; level of theory: the ωB97M-V functional and the def2-TZVPD basis.

HOMO level (spin up / spin down) ... -7.1 / -7.5 eV
Spin multiplicity ... 4
Expectation value of S² ... 3.83
E ... -4766.46029 Ha

Last column: Löwdin spin population.
Atoms and positions in Å:
H 1.1225 -1.7613 0.8518  0.00
C 5.2621 -2.0414 -1.4309  0.00
H 3.1380 -2.3179 -3.8089  0.00
C 0.6066 2.9930 -1.5655  0.00
C -1.6637 3.9500 1.9831  0.03
H -2.2347 -4.3435 -3.3007  0.00
H 6.2132 -2.3971 -1.1262  0.00
H -1.0364 -3.4005 1.9690  0.00
Se 2.4621 0.5593 0.2638  -0.05
H 5.0366 -0.9358 0.4218  0.00
H 1.8531 -1.2721 3.2114  0.00
H -2.9522 4.7209 4.9841  0.00
C -1.3631 -1.3863 -4.7656  0.01
H -2.4479 -2.4001 0.4259  0.00
C 0.8174 -2.4216 1.6775  0.01
H 1.9055 -0.6902 -2.5718  0.00
C -0.3405 3.3921 -0.4097  0.00
H -1.4413 -1.1511 -5.8595  0.00
C -1.3552 1.8165 4.1058  0.02
H 0.6588 1.7529 -3.3028  0.00
N -0.2983 0.4929 2.3191  -0.02
H -1.9315 2.5629 5.9028  0.00
C -2.2898 4.5164 3.0349  0.01
H 0.6083 -2.4051 3.7786  0.00
H -2.7892 5.4439 2.7136  0.00
C -0.9875 -0.3786 -3.9125  0.00
H 1.5093 -3.2266 1.7018  0.00
C 0.8539 -1.6721 2.9722  0.00
C -0.8831 1.6484 2.7737  0.00
C -1.4944 -1.9653 0.6517  0.01
C -1.8967 2.8253 4.8322  0.00
C -2.3825 4.0830 4.3172  0.03
N -0.2603 0.6463 -1.8475  -0.02
H -1.7130 -1.3235 1.4866  0.00
C -0.4733 -3.0232 1.1501  0.00
H -1.9524 -3.4121 -1.1610  0.00
H -1.9675 -3.3958 -5.3367  0.00
C -0.8035 -0.3684 -2.4634  0.01
C 3.3398 -0.6072 -0.9051  -0.01
C -1.6974 -2.7405 -1.9558  0.00
C -0.0577 -0.5581 3.2993  0.00
H -1.3455 0.9024 4.7629  0.00
H 0.6443 3.9574 -2.1094  0.00
H -0.9885 2.2202 -2.9830  0.00
N 4.7386 -2.4921 -2.5341  0.00
C -1.8900 -3.2789 -3.2224  0.01
C 3.5556 -1.9800 -2.8806  0.00
Cr -0.0713 0.5108 0.2429  2.94
N -1.0261 -1.0709 -0.2955  0.01
C 4.6189 -1.0749 -0.6281  0.00
H -1.0348 -1.0407 3.5789  0.00
N -0.5498 2.3789 0.5740  -0.01
C -1.0240 2.7175 1.7723  0.01
C -0.0418 1.9183 -2.5242  0.00
H -0.3624 -3.7430 0.3744  0.00
H -1.3361 3.6490 -0.7688  0.00
H -1.7930 4.4951 1.0455  0.00
H -0.7553 0.5282 -4.3745  0.00
C -1.1617 -1.5026 -1.6141  0.01
C -1.6633 -2.7705 -4.4875  0.00
H 1.6364 2.7117 -1.2512  0.00
H 0.0081 4.3514 0.0880  0.00
C 2.8624 -1.0215 -2.1133  0.00
H 0.3053 -0.1738 4.2439  0.00

Forces on atoms 1 to 2 (eV/Å):
H 0.5 -0.1 0.3
C -1.0 1.9 1.2

***

No. 3
A gas-phase ion, C10H14NOS (charge +1). Source: OMol25; level of theory: the ωB97M-V functional and the def2-TZVPD basis.

HOMO level ... -11.7 eV
Charge ... +1
E ... -917.28036 Ha

Last column: natural (NBO) charge in e.
Atoms and positions in Å:
C -2.0554 -0.9909 -1.2464  -0.32
H 1.0907 0.7006 -1.3633  0.45
C 0.2081 -0.1897 1.8335  -0.30
H 2.1722 -1.9342 -1.8926  0.50
H -4.2498 -1.6778 -1.4419  0.27
H 1.0771 -2.4723 0.0132  0.23
H -0.1673 2.6468 0.5105  0.24
C -1.9140 -0.7639 1.0882  -0.30
H 1.8264 2.1951 0.9475  0.23
H 2.4051 -1.2637 0.2511  0.17
C -1.0835 -0.3934 2.1775  -0.12
O 1.4615 -1.2883 -1.6666  -0.74
N 0.9304 1.0052 -0.4294  -0.36
H 0.8652 0.2763 2.5956  0.25
C 2.1675 1.4413 0.2582  -0.40
C 1.3803 -1.3736 -0.2672  -0.11
H -0.9159 1.7277 -0.9423  0.24
H 2.7780 1.8834 -0.5104  0.23
H -1.4008 -0.2976 3.2589  0.25
C 0.4302 -0.2806 0.3003  0.13
C -3.3020 -1.4585 -0.8448  -0.33
C -0.0670 2.1309 -0.4810  -0.41
S -3.5621 -1.3222 0.9354  0.48
H 0.3297 2.8986 -1.1238  0.23
C -1.3057 -0.6874 -0.1282  0.00
H -1.7414 -1.0781 -2.3714  0.27
H 2.6426 0.5662 0.5397  0.22

Forces on atoms 1 to 2 (eV/Å):
C -1.1 -1.8 -2.8
H 0.4 -0.4 -1.1

***

No. 4
3 unconnected molecules or ions with the total composition C3H14N2O2. Source: OMol25; level of theory: the ωB97M-V functional and the def2-TZVPD basis.

HOMO level ... -9.1 eV
E ... -382.66121 Ha

Last column: natural (NBO) charge in e.
Atoms and positions in Å:
O -1.1743 2.3841 -0.5942  -0.96
N 0.8866 0.2306 0.6897  -0.65
H -3.0518 -1.7339 -2.6100  0.47
H 3.2537 -0.2458 -1.2172  0.21
H -0.0665 -1.4633 1.5735  0.14
H -0.4150 1.8306 -0.3585  0.49
H 2.2961 1.1565 -1.1008  0.22
C -0.1438 -0.3518 1.5724  -0.05
H 1.5376 -1.5681 -0.1467  0.17
H -1.1424 0.3492 3.1783  0.37
H 0.2460 -0.8245 -1.0949  0.20
H -1.6211 2.5671 0.2286  0.46
H -1.0687 -0.0726 1.0588  0.18
H 0.2862 -0.4254 3.5428  0.36
O -2.1707 -1.9521 -2.2874  -0.93
H -1.6358 -1.2437 -2.6606  0.47
C 2.2182 0.0841 -1.3153  -0.64
C 1.1384 -0.5974 -0.4888  -0.24
H 1.7799 0.3326 1.1688  0.36
H 2.1128 0.0680 -2.4063  0.22
N -0.1842 0.2012 2.9073  -0.84

Forces on atoms 1 to 2 (eV/Å):
O 0.2 -0.2 -0.5
N -0.4 0.1 0.3

***

| no. | largest force on an atom (eV/A) |
| --- | --- |
| 1 | 0.66 |
| 2 | 3.44 |
| 3 | 4.78 |
| 4 | 1.80 |